Entry 1:
A 2-piece molecular cluster, H2INO2S overall, computed with the ωB97M-V functional and the def2-TZVPD basis.

CARTESIAN COORDINATES (ANGSTROEM)
N (0.494, 0.288, -0.191)
O (-0.030, 2.370, -1.285)
O (0.192, 2.435, 1.269)
S (-0.233, 1.857, 0.042)
I (-3.779, 0.357, 0.300)
H (0.712, -0.469, 0.365)
H (0.492, 0.143, -1.109)

Orbital gap (spin up / spin down) (hartree): 0.297 / 0.244
Energy above the lowest of the compared OMol25 structures with the same formula, charge and spin (kcal per mole): 47.2
E (eV): -24550.53802
LUMO energy (spin up / spin down) (eV): -2.34 / -3.39

Entry 2:
C36H56N2O5P2Sc as an isolated structure, computed with the ωB97M-V functional and the def2-TZVPD basis.

CARTESIAN COORDINATES (ANGSTROEM)
Sc (0.110, 0.024, -0.062)
C (1.403, 3.086, -0.721)
C (0.880, 2.455, -2.012)
O (1.044, 1.033, -1.986)
C (2.356, 0.591, -2.354)
C (3.296, 0.436, -1.142)
O (2.499, 0.087, -0.013)
C (3.199, 0.163, 1.223)
C (2.200, -0.234, 2.320)
O (0.900, 0.331, 2.091)
C (0.710, 1.659, 2.607)
C (1.232, 2.730, 1.641)
O (0.836, 2.313, 0.336)
H (1.090, 4.134, -0.655)
H (2.499, 3.059, -0.671)
H (1.374, 2.887, -2.888)
H (-0.201, 2.616, -2.093)
H (2.793, 1.283, -3.078)
H (2.220, -0.379, -2.838)
H (3.843, 1.362, -0.928)
H (4.034, -0.348, -1.356)
H (3.584, 1.179, 1.371)
H (4.054, -0.523, 1.228)
H (2.578, 0.051, 3.307)
H (2.045, -1.320, 2.305)
H (1.176, 1.764, 3.592)
H (-0.376, 1.764, 2.714)
H (2.321, 2.838, 1.689)
H (0.794, 3.704, 1.890)
C (-3.011, 1.234, -1.469)
P (-2.206, 1.673, 0.149)
C (-3.360, 0.735, 1.240)
N (-4.216, 1.383, 1.976)
C (-5.139, 0.742, 2.702)
C (-6.063, 1.435, 3.506)
C (-7.021, 0.735, 4.191)
C (-7.092, -0.671, 4.104)
C (-6.202, -1.378, 3.339)
C (-5.198, -0.695, 2.630)
N (-4.262, -1.340, 1.925)
C (-3.351, -0.687, 1.262)
P (-2.029, -1.668, 0.452)
C (-3.013, -2.444, -0.886)
C (-1.727, -3.099, 1.658)
C (-1.537, -2.492, 3.049)
C (-2.834, -4.149, 1.668)
C (-0.417, -3.744, 1.203)
C (-2.767, 3.479, 0.398)
C (-4.237, 3.661, 0.034)
C (-1.929, 4.385, -0.508)
C (-2.515, 3.874, 1.854)
H (-4.055, 0.950, -1.326)
H (-2.464, 0.412, -1.943)
H (-2.974, 2.099, -2.132)
H (-6.000, 2.512, 3.552)
H (-7.740, 1.265, 4.797)
H (-7.861, -1.192, 4.651)
H (-6.247, -2.452, 3.265)
H (-3.921, -2.863, -0.445)
H (-2.426, -3.232, -1.361)
H (-3.290, -1.705, -1.638)
H (-2.492, -2.184, 3.468)
H (-0.872, -1.620, 3.003)
H (-1.098, -3.229, 3.719)
H (-3.806, -3.714, 1.883)
H (-2.617, -4.872, 2.452)
H (-2.880, -4.701, 0.732)
H (0.415, -3.051, 1.352)
H (-0.457, -4.037, 0.154)
H (-0.227, -4.641, 1.786)
H (-4.426, 3.473, -1.019)
H (-4.514, 4.693, 0.233)
H (-4.881, 3.029, 0.637)
H (-1.982, 4.099, -1.558)
H (-0.892, 4.420, -0.188)
H (-2.316, 5.400, -0.437)
H (-3.155, 3.312, 2.528)
H (-2.733, 4.933, 1.983)
H (-1.473, 3.715, 2.133)
C (5.117, -3.258, -5.512)
C (4.180, -3.212, -4.370)
C (2.871, -2.742, -4.525)
C (2.006, -2.604, -3.461)
C (0.578, -2.238, -3.712)
C (2.476, -2.900, -2.140)
C (1.795, -2.491, -0.976)
O (0.800, -1.713, -0.876)
C (3.768, -3.518, -1.993)
C (4.294, -4.009, -0.683)
C (4.577, -3.645, -3.100)
H (4.601, -3.119, -6.458)
H (5.672, -4.195, -5.529)
H (5.858, -2.462, -5.400)
H (2.530, -2.503, -5.520)
H (0.441, -1.895, -4.734)
H (0.201, -1.477, -3.028)
H (-0.030, -3.131, -3.570)
H (2.246, -2.834, -0.033)
H (3.588, -4.683, -0.203)
H (5.221, -4.552, -0.848)
H (4.518, -3.190, -0.001)
H (5.551, -4.098, -2.996)

Charge: +3
Orbital gap (hartree): 0.242
Energy above the lowest of the compared OMol25 structures with the same formula, charge and spin (kcal per mole): 24.3
E (eV): -90715.43898
LUMO energy (eV): -8.97

Entry 3:
A 8-piece molecular cluster, H14IO7 overall, computed with the ωB97M-V functional and the def2-TZVPD basis.

CARTESIAN COORDINATES (ANGSTROEM)
I (-0.380, 0.690, -0.117)
O (2.714, -0.705, 1.279)
H (3.502, -0.844, 0.912)
H (2.092, -0.366, 0.438)
O (1.403, 2.445, 2.606)
H (1.430, 1.762, 3.255)
H (0.803, 2.354, 1.827)
O (1.084, -2.573, -1.064)
H (0.756, -3.165, -0.368)
H (0.804, -1.693, -0.936)
O (-1.009, -0.938, 3.294)
H (-1.025, -0.558, 2.385)
H (-0.457, -1.693, 3.403)
O (0.758, 2.323, -3.173)
H (1.650, 2.372, -3.241)
H (0.610, 2.119, -2.272)
O (-1.763, 0.278, -3.435)
H (-1.074, 0.231, -2.680)
H (-1.860, 1.067, -3.897)
O (-3.423, -1.309, 0.863)
H (-2.519, -1.000, 0.456)
H (-4.095, -0.794, 0.466)

Charge: -1
Orbital gap (hartree): 0.322
Energy above the lowest of the compared OMol25 structures with the same formula, charge and spin (kcal per mole): 38.7
E (eV): -22662.90304
LUMO energy (eV): 3.10

Entry 4:
A single C3H10N2O molecule, computed with the ωB97M-V functional and the def2-TZVPD basis.

CARTESIAN COORDINATES (ANGSTROEM)
N (-1.545, -1.737, -1.509)
C (-0.430, -0.817, -1.692)
C (-0.480, 0.320, -0.679)
N (0.559, 0.144, 0.330)
C (0.490, 1.119, 1.398)
O (1.563, 0.948, 2.286)
H (-1.530, -2.453, -2.223)
H (-2.446, -1.263, -1.559)
H (-0.361, -0.430, -2.719)
H (0.481, -1.395, -1.523)
H (-0.368, 1.268, -1.217)
H (-1.471, 0.332, -0.199)
H (0.422, -0.786, 0.721)
H (0.501, 2.101, 0.912)
H (-0.413, 1.039, 2.016)
H (2.374, 0.880, 1.768)

Orbital gap (hartree): 0.377
Energy above the lowest of the compared OMol25 structures with the same formula, charge and spin (kcal per mole): 27.5
SMILES string: NCCNCO
E (eV): -8300.31232
LUMO energy (eV): 1.09

Entry 5:
C14H28N4OOsS2 as an isolated structure, computed with the ωB97M-V functional and the def2-TZVPD basis.

CARTESIAN COORDINATES (ANGSTROEM)
Os (-0.321, -0.433, -0.159)
C (2.130, -2.465, 0.655)
C (2.652, -1.411, -0.317)
N (2.159, -0.085, 0.062)
C (2.687, 0.468, 1.313)
C (1.555, 1.017, 2.181)
N (0.406, 0.125, 2.167)
C (0.613, -1.086, 2.983)
C (0.204, -2.357, 2.256)
N (0.676, -2.325, 0.873)
H (2.650, -2.393, 1.612)
H (2.369, -3.445, 0.240)
H (2.270, -1.632, -1.316)
H (3.747, -1.463, -0.352)
H (2.340, 0.563, -0.692)
H (3.376, 1.294, 1.129)
H (3.255, -0.305, 1.833)
H (1.224, 1.961, 1.766)
H (1.941, 1.207, 3.189)
H (-0.435, 0.616, 2.458)
H (0.051, -1.028, 3.917)
H (1.669, -1.145, 3.255)
H (-0.885, -2.407, 2.221)
H (0.570, -3.230, 2.809)
H (0.196, -3.045, 0.341)
C (-3.539, -2.461, -0.845)
O (-3.379, -1.927, -2.164)
C (-2.178, -1.742, -2.703)
S (-2.115, -1.104, -4.218)
S (-0.728, -2.202, -1.830)
H (-4.612, -2.538, -0.698)
H (-3.107, -1.798, -0.106)
H (-3.079, -3.446, -0.768)
C (0.187, 2.964, -0.300)
C (-0.580, 2.387, -1.483)
C (0.037, 2.901, -2.795)
C (-2.048, 2.833, -1.392)
C (-0.583, 0.890, -1.498)
H (0.088, 4.052, -0.272)
H (1.253, 2.724, -0.365)
H (-0.219, 2.558, 0.625)
H (0.071, 3.993, -2.795)
H (-0.553, 2.570, -3.651)
H (1.057, 2.528, -2.922)
H (-2.091, 3.925, -1.387)
H (-2.511, 2.452, -0.481)
H (-2.619, 2.463, -2.246)
H (-1.042, 0.519, -2.425)
N (-2.828, 0.360, 1.524)
C (-1.979, 0.098, 0.772)

Orbital gap (hartree): 0.253
Energy above the lowest of the compared OMol25 structures with the same formula, charge and spin (kcal per mole): 35.0
E (eV): -47115.65194
LUMO energy (eV): 0.02

Entry 6:
A 2-piece molecular cluster, C2H3O3S overall, computed with the ωB97M-V functional and the def2-TZVPD basis.

CARTESIAN COORDINATES (ANGSTROEM)
C (-0.488, 0.342, 0.091)
C (0.457, -1.545, -0.264)
O (-0.146, 3.164, 0.048)
O (-0.339, 0.879, 1.352)
O (0.601, -2.591, 0.486)
S (0.433, 1.837, 0.319)
H (-1.552, 0.596, -0.392)
H (1.390, -0.991, -0.487)
H (-0.356, -1.692, -1.152)

Charge: -1
Orbital gap (hartree): 0.256
Energy above the lowest of the compared OMol25 structures with the same formula, charge and spin (kcal per mole): 121.3
E (eV): -19096.99192
LUMO energy (eV): 3.68